# 1
{
  "formula": "C17H15BrHfN7O3",
  "method": "ωB97M-V/def2-TZVPD",
  "species": ["Hf", "Br", "O", "O", "O", "N", "N", "N", "N", "N", "N", "N", "C", "C", "C", "C", "C", "C", "C", "C", "C", "C", "C", "C", "C", "C", "C", "C", "C", "H", "H", "H", "H", "H", "H", "H", "H", "H", "H", "H", "H", "H", "H", "H"],
  "coordinates": [[-0.118, 0.068, 0.356], [-6.891, -2.483, 0.882], [0.258, -3.339, 2.205], [-0.535, -1.309, 2.049], [-1.282, -0.916, -0.748], [0.334, -2.231, 1.808], [-1.731, 1.420, 0.578], [1.296, -1.716, 1.026], [0.516, 1.932, -0.712], [2.749, -3.600, 1.170], [2.618, -0.657, -0.855], [3.116, -1.838, -0.273], [-5.164, -1.975, 0.392], [-4.691, -0.718, 0.698], [-1.766, 5.187, 0.595], [0.125, 4.352, -0.653], [-0.663, 5.430, -0.174], [-2.562, -1.267, -0.358], [-2.150, 3.863, 0.893], [-3.374, -0.347, 0.357], [-1.400, 2.812, 0.443], [-0.227, 3.036, -0.304], [1.896, 3.427, -1.999], [-3.061, -2.505, -0.694], [-2.976, 0.998, 0.608], [1.221, 4.527, -1.517], [2.397, -2.442, 0.667], [-4.346, -2.864, -0.313], [1.527, 2.165, -1.566], [2.639, -0.794, -1.865], [2.053, 1.302, -1.935], [1.510, 5.527, -1.819], [-2.365, 6.008, 0.963], [-3.773, 1.720, 0.771], [3.597, -4.071, 0.882], [2.713, 3.534, -2.699], [-3.043, 3.695, 1.483], [2.183, -4.050, 1.876], [3.991, -2.226, -0.602], [3.263, 0.102, -0.631], [-4.732, -3.839, -0.580], [-5.326, -0.011, 1.217], [-0.382, 6.442, -0.436], [-2.451, -3.182, -1.278]],
  "lumo_energy_ev": -10.381,
  "total_charge": 3
}

# 2
{
  "formula": "C17H15MnN5O5S2",
  "method": "ωB97M-V/def2-TZVPD",
  "species": ["Mn", "S", "S", "O", "O", "O", "O", "O", "N", "N", "N", "N", "N", "C", "C", "C", "C", "C", "C", "C", "C", "C", "C", "C", "C", "C", "C", "C", "C", "C", "H", "H", "H", "H", "H", "H", "H", "H", "H", "H", "H", "H", "H", "H", "H"],
  "coordinates": [[-0.871, -1.864, -0.087], [0.257, -2.947, -2.011], [-1.756, -4.256, 0.843], [0.751, -2.718, -0.562], [-1.180, -2.448, -1.839], [0.986, -2.083, -2.908], [-2.116, -0.392, 0.225], [0.298, -4.341, -2.344], [0.044, 0.315, -1.521], [-0.554, -1.831, 1.873], [0.175, -5.215, 2.386], [2.135, -0.158, 0.291], [0.015, -2.953, 2.420], [-0.750, 1.432, -3.483], [-2.697, 1.781, 0.875], [-2.085, 2.598, 3.061], [-1.397, 0.379, 2.365], [-0.751, -0.858, 2.692], [-1.450, 1.404, 3.319], [2.405, 3.039, -2.410], [3.220, 1.830, -0.500], [-2.695, 2.784, 1.817], [3.320, 2.892, -1.409], [-0.445, -4.079, 1.946], [2.193, 0.909, -0.567], [-0.868, 0.496, -2.442], [1.312, 2.148, -2.497], [1.157, 1.101, -1.547], [-2.065, 0.543, 1.118], [0.330, 2.261, -3.502], [-3.166, 3.733, 1.589], [-2.122, 3.375, 3.812], [-0.336, -6.065, 2.245], [-1.750, -0.123, -2.366], [-3.179, 1.914, -0.085], [0.755, -5.130, 3.205], [-0.975, 1.243, 4.281], [1.750, -0.996, -0.114], [-1.524, 1.492, -4.236], [2.495, 3.837, -3.138], [0.446, 3.020, -4.268], [-0.420, -1.021, 3.714], [2.969, -0.325, 0.827], [4.153, 3.579, -1.326], [3.985, 1.699, 0.258]],
  "spin_multiplicity": 5,
  "lumo_energy_ev": [2.374, 2.593],
  "e_above_lowest_ev": 0.291,
  "total_charge": -1
}

# 3
{
  "formula": "C17H15N4O6SeW",
  "method": "ωB97M-V/def2-TZVPD",
  "species": ["W", "Se", "O", "O", "O", "O", "O", "O", "N", "N", "N", "N", "C", "C", "C", "C", "C", "C", "C", "C", "C", "C", "C", "C", "C", "C", "C", "C", "C", "H", "H", "H", "H", "H", "H", "H", "H", "H", "H", "H", "H", "H", "H", "H"],
  "coordinates": [[-0.084, 0.121, 0.262], [0.759, 4.391, -1.374], [-0.372, 0.645, 2.221], [2.211, -0.370, -3.204], [-2.224, 0.984, 0.600], [-1.594, -2.187, 1.954], [-1.185, -1.617, -0.215], [-1.116, 2.056, 3.781], [-0.901, 0.625, -1.812], [0.673, 1.932, 0.144], [1.396, -1.031, 1.366], [1.366, -0.449, -1.080], [-1.463, 1.190, -4.517], [3.566, -2.083, 1.363], [1.234, -1.492, 2.629], [3.378, -2.563, 2.650], [1.307, -0.207, -2.405], [-0.262, 0.613, -4.142], [-2.071, 1.164, -2.201], [-2.776, -0.262, 1.065], [-1.126, 1.592, 2.678], [0.746, 2.959, -0.469], [2.179, -2.255, 3.282], [2.568, -1.339, 0.759], [2.698, -0.802, -0.626], [-0.024, 0.353, -2.801], [-1.658, -1.304, 0.930], [-2.152, 2.035, 1.578], [-2.383, 1.459, -3.517], [-2.807, 1.388, -1.441], [-3.108, -0.205, 2.108], [-1.175, -3.019, 1.676], [-1.665, 1.428, -5.548], [-3.623, -0.526, 0.412], [-3.136, 2.275, 1.993], [1.972, -2.601, 4.282], [3.160, -1.517, -1.320], [4.482, -2.267, 0.823], [-3.345, 1.890, -3.742], [-1.753, 2.911, 1.052], [3.340, 0.099, -0.621], [4.133, -3.159, 3.138], [0.314, -1.224, 3.136], [0.519, 0.375, -4.848]],
  "lumo_energy_ev": [-5.264, -5.214],
  "total_charge": 1
}

Number 1: strongest force on any atom 0.0317 hartree/bohr, calculated total energy -105768.2064 eV. Number 2: strongest force on any atom 0.0477 hartree/bohr, calculated total energy -88556.1712 eV. Number 3: strongest force on any atom 0.0342 hartree/bohr, calculated total energy -103285.0334 eV.